No. 1
18
Properties=species:S:1:pos:R:3:lowdin_spin:R:1 method="wB97M-V/def2-TZVPD" total_energy_ha=-1084.6439 spin_multiplicity=2 lumo_energy_ev="0.354 / -1.708" charge=0 homo_ev="-7.98 / -7.98" relative_energy_ev=0.424
N -3.339 0.237 -2.114 0.00
C -3.794 0.305 -0.832 0.00
C 1.312 -3.742 -0.855 0.00
O 2.346 -3.327 -1.333 0.00
C -5.038 0.014 -0.301 0.00
S 2.639 2.368 1.311 0.65
S 1.278 1.119 0.490 0.33
C 0.663 -0.320 1.600 0.02
H -2.300 0.492 -2.258 0.00
H -4.040 0.060 -2.933 0.00
H -2.900 0.565 -0.165 0.00
H 1.035 -4.766 -0.843 0.00
H 0.695 -3.005 -0.194 0.00
H -5.973 -0.079 -0.845 0.00
H -5.227 -0.045 0.769 0.00
H 0.952 -1.142 1.055 0.00
H -0.287 -0.146 1.808 0.00
H 1.128 -0.310 2.589 0.00



No. 2
10
Properties=species:S:1:pos:R:3:mulliken_charge:R:1 method="wB97M-V/def2-TZVPD" total_energy_ha=-342.3008 lumo_energy_ev=0.200 charge=0 homo_ev=-9.76 relative_energy_ev=4.223
O -0.665 1.155 -1.968 -0.53
C -0.206 0.613 -1.009 0.49
C -0.296 0.952 0.451 -0.04
O 0.592 0.148 1.087 -0.33
C 0.857 -0.956 0.222 -0.11
O 0.551 -0.532 -1.083 -0.30
H -1.684 0.363 0.564 0.05
H -1.278 1.274 0.938 0.28
H 0.214 -1.799 0.510 0.28
H 1.915 -1.218 0.288 0.22



No. 3
68
Properties=species:S:1:pos:R:3:lowdin_spin:R:1 method="wB97M-V/def2-TZVPD" total_energy_ha=-4195.4701 spin_multiplicity=3 lumo_energy_ev="-11.811 / -11.758" charge=+3 homo_ev="-15.57 / -15.58"
W 10.474 -15.934 4.013 1.04
C 8.107 -14.134 4.609 0.05
C 7.501 -15.488 4.113 0.00
C 8.472 -16.604 4.019 0.01
Sb 11.431 -15.825 1.419 0.51
C 13.429 -16.519 1.004 0.08
C 14.201 -17.010 2.143 0.04
C 15.459 -17.555 1.853 0.00
C 15.903 -17.669 0.513 0.05
C 15.129 -17.225 -0.569 0.00
C 13.905 -16.564 -0.293 0.03
C 10.356 -17.090 0.001 0.06
C 10.214 -18.523 0.011 0.01
C 9.547 -19.147 -1.073 0.00
C 8.853 -18.384 -2.025 0.00
C 8.789 -17.013 -1.901 0.00
C 9.622 -16.402 -0.986 0.01
Sb 9.838 -14.504 6.067 0.01
C 8.717 -15.751 7.688 -0.01
C 9.443 -16.648 8.448 0.00
C 8.957 -17.895 8.862 0.00
C 7.618 -18.116 8.833 0.00
C 6.783 -17.106 8.316 0.00
C 7.302 -15.963 7.753 0.00
C 11.555 -17.552 4.770 0.01
C 11.210 -18.882 4.633 0.01
C 12.017 -19.864 5.168 0.00
C 13.170 -19.546 5.872 0.02
C 13.562 -18.225 5.824 0.00
C 12.694 -17.212 5.427 0.02
H 7.503 -13.592 5.287 0.00
H 8.317 -13.377 3.832 0.00
H 7.039 -15.158 3.155 0.00
H 6.689 -15.775 4.783 0.00
H 8.358 -17.240 3.114 0.01
H 8.525 -17.216 4.873 0.01
H 13.933 -16.811 3.194 0.00
H 16.036 -18.052 2.643 0.00
H 16.745 -18.235 0.219 0.00
H 15.442 -17.392 -1.617 0.00
H 13.188 -16.288 -1.043 0.00
H 10.726 -19.197 0.707 0.00
H 9.532 -20.209 -1.004 0.00
H 8.404 -18.844 -2.904 0.00
H 8.213 -16.386 -2.620 0.00
H 9.752 -15.298 -0.997 0.01
H 10.401 -16.373 8.728 0.00
H 9.605 -18.695 9.168 0.00
H 7.182 -19.060 9.136 0.00
H 5.726 -17.347 8.202 0.00
H 6.622 -15.222 7.296 0.00
H 10.289 -19.155 4.026 0.00
H 11.759 -20.916 5.159 0.00
H 13.709 -20.274 6.449 0.00
H 14.550 -17.938 6.140 0.00
H 13.024 -16.176 5.579 0.00
Cl 11.143 -8.703 2.419 0.00
C 11.105 -9.662 3.818 0.00
C 11.785 -10.896 3.746 0.00
Cl 13.172 -11.153 2.699 0.00
C 11.336 -11.886 4.548 0.00
Cl 11.868 -13.675 4.138 0.02
C 10.663 -11.595 5.744 0.00
O 10.071 -12.471 6.466 0.00
C 10.437 -10.177 6.025 0.00
Cl 9.918 -9.748 7.613 0.00
C 10.686 -9.229 5.090 0.00
Cl 10.689 -7.576 5.562 0.00



No. 4
13
Properties=species:S:1:pos:R:3:mulliken_charge:R:1 method="wB97M-V/def2-TZVPD" total_energy_ha=-729.1213 lumo_energy_ev=0.577 charge=0 homo_ev=-10.05 relative_energy_ev=1.904
C 0.030 1.361 -0.783 -0.95
C -0.232 0.341 0.311 -0.45
C 1.269 -0.881 0.126 0.19
O 1.025 -1.955 0.938 -0.44
O 1.306 -1.219 -1.203 -0.42
Cl 2.854 -0.123 0.663 -0.20
H -0.949 1.424 -1.296 0.26
H 0.871 1.116 -1.326 0.35
H 0.075 2.302 -0.357 0.32
H -1.100 -0.276 0.092 0.30
H -0.121 0.505 1.420 0.37
H 1.845 -2.368 1.188 0.34
H 2.085 -1.844 -1.340 0.35



No. 5
99
Properties=species:S:1:pos:R:3:mulliken_charge:R:1 method="wB97M-V/def2-TZVPD" total_energy_ha=-124499.4171 lumo_energy_ev=0.613 charge=-1 homo_ev=-3.24
C 1.958 -3.324 1.392 -0.67
C 2.970 -4.427 0.987 -0.09
C 4.176 -3.766 0.293 -0.72
O 4.826 -4.688 -0.554 -0.19
C 5.946 -4.099 -1.269 -0.71
N 5.688 -4.080 -2.665 -0.57
C 6.342 -2.953 -3.321 -0.18
H 2.515 -2.408 1.658 0.25
H 1.348 -3.613 2.260 -0.05
H 1.325 -3.053 0.531 0.29
H 2.508 -5.162 0.311 0.31
H 3.325 -4.919 1.909 0.17
H 4.852 -3.384 1.085 0.26
H 3.809 -2.910 -0.316 0.31
H 6.847 -4.680 -0.961 0.37
H 6.097 -3.072 -0.877 0.41
H 5.694 -2.586 -4.141 0.21
H 6.569 -2.124 -2.631 0.28
H 7.285 -3.283 -3.811 -0.29
C 3.146 -1.927 5.601 -0.43
Br 4.223 -3.489 5.296 -0.02
Br 3.659 -0.474 4.451 0.00
Br 1.275 -2.342 5.374 0.06
H 3.318 -1.615 6.621 0.39
C 6.921 -8.073 -3.213 -0.19
Br 6.745 -9.233 -1.643 -0.20
Br 6.153 -6.176 -2.976 0.18
Br 8.773 -7.996 -3.795 -0.14
H 6.387 -8.578 -4.011 0.04
C -2.036 -4.816 3.440 -0.40
Br -1.838 -3.697 5.004 -0.05
Br -2.871 -3.918 1.950 0.07
Br -0.379 -5.594 2.860 0.00
H -2.689 -5.625 3.736 0.37
C 1.979 3.414 4.041 -0.22
Br 1.246 5.193 4.058 0.02
Br 0.605 2.075 3.988 0.11
Br 3.248 3.177 2.616 -0.02
H 2.517 3.277 4.970 0.10
C -1.138 8.307 6.125 -0.34
Br -2.948 7.674 6.253 -0.01
Br 0.084 7.197 7.104 0.07
Br -0.582 8.497 4.289 -0.01
H -1.112 9.293 6.569 0.32
C -3.206 -4.809 -2.357 -0.35
Br -3.800 -6.223 -1.195 -0.05
Br -3.851 -3.080 -1.801 0.01
Br -1.297 -4.795 -2.556 0.01
H -3.633 -5.002 -3.331 0.36
C -4.741 0.032 5.433 -0.31
Br -4.949 -0.674 7.212 -0.02
Br -6.039 1.402 5.081 -0.03
Br -2.954 0.663 5.122 0.05
H -4.923 -0.778 4.740 0.31
C 3.868 6.481 8.543 -0.39
Br 3.947 8.237 7.762 0.01
Br 2.879 6.480 10.193 0.00
Br 3.165 5.189 7.304 0.04
H 4.882 6.188 8.773 0.35
C -7.141 -0.985 -2.180 0.31
Br -6.323 0.670 -1.632 -0.04
Br -8.475 -1.566 -0.924 -0.02
Br -7.849 -0.877 -3.967 0.00
H -6.365 -1.737 -2.197 -0.25
C -1.980 -0.856 -4.707 -0.21
Br -0.389 -0.099 -3.947 0.01
Br -3.558 -0.257 -3.782 0.08
Br -2.102 -0.520 -6.598 -0.02
H -1.918 -1.928 -4.574 0.16
C -11.719 0.071 -4.359 -0.05
Br -12.862 0.729 -5.759 -0.02
Br -12.139 0.875 -2.667 -0.01
Br -11.751 -1.848 -4.255 -0.03
H -10.706 0.365 -4.604 0.08
C -10.018 4.447 -3.211 -0.40
Br -8.881 5.964 -2.895 0.02
Br -11.141 4.697 -4.754 -0.02
Br -9.004 2.819 -3.334 0.10
H -10.671 4.351 -2.355 0.36
C 7.391 -7.900 -8.157 -0.34
Br 6.703 -9.079 -6.810 0.01
Br 7.314 -6.057 -7.620 0.02
Br 9.171 -8.406 -8.699 -0.03
H 6.755 -8.004 -9.025 0.32
C -6.823 9.692 -2.487 -0.36
Br -8.184 10.150 -3.768 0.00
Br -7.578 9.309 -0.760 0.00
Br -5.729 8.241 -3.112 -0.01
H -6.182 10.556 -2.375 0.34
C 10.820 -2.296 -4.013 -0.33
Br 11.256 -0.710 -5.024 -0.06
Br 9.943 -1.856 -2.358 -0.01
Br 9.799 -3.543 -5.049 0.00
H 11.755 -2.776 -3.761 0.34
C -1.826 12.513 3.624 -0.16
Br -0.793 14.092 3.995 -0.01
Br -2.956 12.043 5.107 -0.01
Br -2.833 12.691 1.996 0.00
H -1.130 11.697 3.484 0.15



No. 6
17
Properties=species:S:1:pos:R:3:mulliken_charge:R:1 method="wB97M-V/def2-TZVPD" total_energy_ha=-397.2149 lumo_energy_ev=0.236 charge=0 homo_ev=-9.25 relative_energy_ev=3.694
C -0.679 1.632 0.336 -0.72
N 0.274 0.742 -0.572 -0.33
C 0.538 -0.553 0.096 0.42
N 1.658 -1.257 0.011 -0.56
C 2.883 -0.691 -0.032 0.07
O 3.000 0.632 0.084 -0.63
N -0.676 -1.257 0.409 -0.16
C -1.832 -0.904 -0.252 -1.07
H -0.739 1.432 1.475 0.26
H -0.357 2.738 0.162 0.31
H -1.856 1.756 -0.030 0.20
H 1.126 1.448 -0.771 0.42
H 3.788 -1.275 -0.045 0.40
H -0.499 -2.171 0.477 0.30
H -2.637 -0.229 0.302 0.19
H -1.589 -0.351 -1.063 0.48
H -2.402 -1.693 -0.586 0.42